DFT (the ωB97M-V functional and the def2-TZVPD basis) results for the molecule C18H14N4OS at a distorted geometry.

Values from the calculation:
highest occupied orbital energy	-7.81	eV
charge	0
energy	-1386.7980	hartree
SMILES	Cn1c(=O)c(-c2ccsc2)cc2cnc(Nc3ccccc3)nc21
relative energy (zero: lowest compared OMol25 entry of this formula, charge and spin)	9.59	kcal per mole
max |F|	3.481	eV Å⁻¹
molar mass	334.40	g/mol
2S+1	1
E_LUMO	-0.00682	Ha

The geometry in XYZ format:
```
38
Properties=species:S:1:pos:R:3:mulliken_charge:R:1
C -2.2566 -2.2721 -0.1617 -1.052
N -1.0844 -1.7040 -0.8806 0.032
C -0.5535 -2.3138 -2.0344 0.259
O -1.0546 -3.3438 -2.3617 -0.667
C 0.6240 -1.8187 -2.7743 0.498
C 1.0885 -2.4208 -4.0169 0.405
C 0.9530 -3.8085 -4.4390 -0.648
C 1.3465 -4.1026 -5.7173 -0.298
S 2.1090 -2.6747 -6.4228 -0.192
C 1.7023 -1.7064 -5.0028 -0.572
C 1.2530 -0.6999 -2.2643 -0.843
C 0.6874 -0.0320 -1.0804 0.974
C 1.2136 1.1405 -0.5533 -0.858
N 0.8097 1.6428 0.6316 -0.539
C -0.1947 1.0108 1.2285 0.207
N -0.7596 1.2958 2.4491 -0.074
C -0.5090 2.2812 3.3697 0.716
C -0.9311 2.0805 4.7016 -0.562
C -0.7365 3.0964 5.6281 -0.504
C -0.1789 4.2935 5.2226 -0.400
C 0.2336 4.4975 3.9162 -0.618
C 0.0363 3.5142 2.9495 -0.270
N -0.7693 -0.0717 0.7860 -0.322
C -0.3999 -0.5780 -0.3972 0.241
H -2.9412 -2.7179 -0.8994 0.357
H -2.7643 -1.4906 0.3039 0.433
H -1.9279 -3.0556 0.5654 0.265
H 0.6251 -4.5804 -3.7703 0.351
H 1.2629 -5.0874 -6.1574 0.430
H 1.8266 -0.6293 -4.9960 0.396
H 2.1456 -0.3089 -2.7649 0.487
H 2.0095 1.6595 -1.0679 0.433
H -1.3703 0.5514 2.7728 0.228
H -1.3150 1.1243 4.9905 0.358
H -1.0885 2.9597 6.6588 0.324
H -0.0384 5.0414 5.9953 0.345
H 0.6802 5.4551 3.6728 0.336
H 0.2673 3.7726 1.9205 0.345
```

***

DFT (the ωB97M-V functional and the def2-TZVPD basis) results for a cluster of 2 separate species, C36H37N2O2S in total at a distorted geometry.

Values from the calculation:
highest occupied orbital energy	-9.69	eV
charge	+1
energy	-2051.9227	hartree
relative energy (zero: lowest compared OMol25 entry of this formula, charge and spin)	14.05	kcal per mole
max |F|	1.323	eV Å⁻¹
molar mass	561.77	g/mol
2S+1	1
E_LUMO	-0.17616	Ha

The geometry in XYZ format:
```
78
Properties=species:S:1:pos:R:3:mulliken_charge:R:1
C -5.1578 -1.0286 -6.1627 -0.777
O -5.4525 -1.5484 -4.8466 -0.413
C -4.4152 -1.8297 -4.0097 0.828
C -4.6931 -1.8844 -2.6197 -0.743
C -3.6673 -1.9103 -1.7015 -0.424
C -2.3129 -1.9960 -2.1117 -0.504
C -1.2144 -2.0706 -1.1386 0.833
C -1.3391 -1.3402 0.0802 -0.136
C -0.4569 -1.2020 1.1427 0.130
C -0.9045 -1.0761 2.5045 -0.052
C -0.0527 -1.5353 3.5401 -0.283
C -0.4661 -1.5267 4.8639 -0.736
C -1.7233 -1.0069 5.2040 -0.478
C -2.5548 -0.4956 4.2040 -0.685
C -2.1741 -0.5501 2.8632 0.159
C -0.0696 -2.9210 -1.4643 0.406
C -0.2038 -4.0594 -2.3158 -0.416
C 0.8788 -4.8301 -2.6654 -0.959
C 2.1647 -4.5518 -2.1290 0.805
O 3.1931 -5.3278 -2.5481 -0.453
C 4.5547 -4.9743 -2.1874 -0.771
C 2.3157 -3.4720 -1.2313 -0.718
C 1.2158 -2.6843 -0.9574 0.672
C -2.0608 -2.0125 -3.5054 -0.362
C -3.0726 -1.9714 -4.4538 -0.656
H -6.1386 -0.8954 -6.6167 0.253
H -4.6377 -0.0608 -6.1038 0.355
H -4.5661 -1.7428 -6.7511 0.317
H -5.7319 -1.8340 -2.2913 0.419
H -3.8931 -1.9182 -0.6351 0.533
H -2.3112 -0.8557 0.2289 0.339
H 0.6195 -1.3580 1.0650 -0.232
H 0.9263 -1.9355 3.2620 0.374
H 0.1876 -1.9292 5.6360 0.399
H -2.0619 -1.0159 6.2449 0.412
H -3.5107 -0.0409 4.4674 0.425
H -2.8412 -0.1731 2.0862 0.332
H -1.1870 -4.3383 -2.6908 0.629
H 0.7754 -5.6482 -3.3719 0.459
H 5.1700 -5.7413 -2.6626 0.251
H 4.8298 -3.9839 -2.5781 0.341
H 4.7029 -5.0053 -1.0991 0.312
H 3.2873 -3.2362 -0.7872 0.355
H 1.3601 -1.8240 -0.3262 -0.316
H -1.0346 -2.0509 -3.8671 0.563
H -2.8300 -1.9850 -5.5196 0.251
C 2.7004 0.1455 -0.8718 -0.769
C 2.3658 1.5972 -1.1294 0.777
C 3.3968 2.2077 -2.0806 -1.882
C 2.2486 2.3021 0.2260 -0.248
C 2.1790 3.7915 0.0364 -1.106
C 1.9652 4.5472 1.3176 -0.835
N 1.0258 3.8215 2.1745 0.300
C 0.4540 4.4276 3.2954 0.115
C -0.4676 3.5951 3.9327 0.427
C -1.1920 4.0652 5.0300 -0.398
C -0.9770 5.3864 5.4634 -0.643
C -0.0274 6.2072 4.8302 -0.623
C 0.7069 5.7262 3.7380 -0.649
S -0.5175 2.0376 3.1674 0.172
C 0.6496 2.5228 1.9240 -0.046
N 1.0941 1.7511 0.9873 -0.160
H 3.7682 0.0321 -0.6380 0.179
H 2.1226 -0.2043 -0.0136 -0.136
H 2.4594 -0.4619 -1.7497 0.446
H 1.3773 1.6799 -1.6054 0.254
H 4.3913 2.2093 -1.6171 0.365
H 3.4525 1.6036 -2.9922 0.434
H 3.1403 3.2257 -2.3895 0.441
H 3.1650 2.0643 0.8058 0.122
H 3.1075 4.1381 -0.4249 0.527
H 1.3585 4.0141 -0.6581 0.422
H 2.9114 4.6861 1.8576 0.400
H 1.5585 5.5413 1.1016 0.516
H -1.8999 3.3874 5.5104 0.427
H -1.5565 5.7707 6.3060 0.367
H 0.1362 7.2254 5.1903 0.376
H 1.4566 6.3344 3.2317 0.392
```